(1)
Formula: C17H16FNOS3
Source: the OMol25 dataset
Level of theory: ωB97M-V/def2-TZVPD

```
39
Properties=species:S:1:pos:R:3:lowdin_charge:R:1
O -2.929 -1.456 1.931 0.081
C -2.948 -1.708 0.749 -0.553
C -4.252 -1.963 0.007 -0.354
S -4.375 -0.838 -1.437 0.928
C -3.563 0.590 -0.738 -0.550
C -3.993 1.122 0.469 -0.087
C -3.299 2.172 1.039 0.009
C -2.193 2.679 0.380 -0.270
F -1.509 3.695 0.941 0.064
C -1.770 2.179 -0.839 0.002
C -2.465 1.123 -1.398 -0.104
N -1.865 -1.773 -0.069 0.112
C -0.566 -1.316 0.169 -0.221
C -0.158 -0.802 1.395 0.004
C 1.129 -0.322 1.544 -0.021
C 2.029 -0.350 0.487 -0.361
C 3.420 0.157 0.657 -0.791
S 3.819 1.425 -0.598 0.871
C 5.590 1.018 -0.651 -0.539
C 5.683 -0.484 -0.787 -0.546
S 4.653 -1.224 0.526 0.857
C 1.619 -0.876 -0.734 -0.065
C 0.335 -1.350 -0.894 -0.014
H -5.094 -1.805 0.680 0.082
H -4.295 -2.974 -0.398 0.082
H -4.856 0.714 0.970 0.117
H -3.604 2.593 1.984 0.123
H -0.904 2.600 -1.324 0.122
H -2.154 0.706 -2.343 0.107
H -2.050 -2.021 -1.034 0.122
H -0.849 -0.775 2.220 0.103
H 1.436 0.081 2.497 0.117
H 3.563 0.598 1.646 0.066
H 6.019 1.536 -1.507 0.075
H 6.060 1.368 0.269 0.076
H 6.698 -0.850 -0.641 0.071
H 5.306 -0.819 -1.754 0.068
H 2.310 -0.904 -1.562 0.104
H 0.023 -1.747 -1.850 0.114
```

Calculated values
* SMILES string: O=C(CSc1ccc(F)cc1)Nc1ccc(C2SCCS2)cc1
* net charge: 0
* orbital gap: 8.79 eV
* E_HOMO: -8.2 eV

***

(2)
Formula: C17H16I2N2OPtSSi
Source: the OMol25 dataset
Level of theory: ωB97M-V/def2-TZVPD

```
41
Properties=species:S:1:pos:R:3:lowdin_charge:R:1
Pt 0.743 0.373 -0.938 1.077
I 5.556 1.744 -2.815 1.105
C 3.763 2.780 -2.932 -0.606
C 3.654 3.978 -3.615 -0.191
C 2.454 4.672 -3.674 -0.606
I 2.407 6.469 -4.720 1.126
C 1.271 4.159 -3.034 -0.178
C 0.015 4.790 -3.026 0.013
C -1.049 4.200 -2.385 0.014
C -0.867 2.965 -1.763 -0.070
N 0.309 2.360 -1.758 -0.038
C 1.372 2.933 -2.362 -0.144
C 2.630 2.209 -2.265 -0.396
O 2.693 1.138 -1.607 -0.150
H 4.528 4.380 -4.110 0.098
H -0.110 5.740 -3.527 0.083
H -2.019 4.674 -2.364 0.132
H -1.687 2.460 -1.270 0.129
C -2.009 -4.373 3.647 -0.168
Si -1.695 -3.728 1.916 0.561
C -0.607 -4.824 0.838 -0.162
C -3.325 -3.312 1.045 -0.162
C -0.741 -2.060 2.121 -0.174
C -0.381 -1.568 3.378 -0.013
C 0.305 -0.372 3.526 0.036
C 0.667 0.357 2.387 -0.063
N 0.340 -0.082 1.192 -0.125
C -0.352 -1.246 1.040 -0.684
S -0.658 -1.520 -0.637 0.832
H -2.564 -5.311 3.587 0.049
H -2.601 -3.678 4.244 0.045
H -1.075 -4.580 4.174 0.044
H -1.081 -5.799 0.718 0.049
H 0.368 -4.980 1.304 0.044
H -0.455 -4.397 -0.154 0.009
H -3.932 -4.210 0.932 0.048
H -3.132 -2.901 0.055 0.004
H -3.893 -2.588 1.632 0.042
H -0.648 -2.130 4.265 0.117
H 0.574 0.000 4.505 0.135
H 1.230 1.278 2.451 0.138
```

Calculated values
* net charge: +2
* orbital gap (spin up / spin down): 7.40 / 4.80 eV
* E_HOMO (spin up / spin down): -14.1 / -14.5 eV
* spin multiplicity: 5

***

(3)
Formula: C17H16IrN2O5
Source: the OMol25 dataset
Level of theory: ωB97M-V/def2-TZVPD

```
41
Properties=species:S:1:pos:R:3:lowdin_charge:R:1
Ir 0.454 0.148 -1.810 1.193
O 0.230 3.217 -2.500 0.166
C 0.343 2.130 -2.110 -0.195
C 0.333 -1.820 -2.173 -0.208
O 0.199 -2.908 -2.551 0.167
C 2.076 0.145 -2.800 -0.294
O 3.095 0.125 -3.308 0.203
C -1.267 0.152 -2.653 -0.263
O -2.333 0.135 -3.120 0.179
C 0.470 1.004 -6.527 0.242
H -0.425 1.467 -6.078 0.130
H 1.301 1.482 -6.003 0.120
C 0.470 -0.366 -6.586 0.243
H 1.312 -0.914 -6.123 0.126
H -0.439 -0.893 -6.199 0.138
C 0.912 -0.134 4.080 0.053
N 1.073 0.156 2.692 -0.041
N 0.044 -0.134 1.900 0.078
C 0.403 0.176 0.666 -0.386
O -0.662 0.138 -0.120 -0.219
C 1.790 0.446 0.653 0.048
C 2.194 0.424 1.965 -0.169
C 3.510 0.645 2.602 0.032
C -1.315 -0.420 2.131 -0.119
C -2.006 0.408 2.982 0.046
C -3.342 0.093 3.226 0.054
C -3.996 -0.869 2.458 0.051
C -3.332 -1.523 1.414 0.019
C -1.972 -1.278 1.228 0.063
H 0.288 0.679 4.515 0.114
H 1.927 -0.197 4.527 0.124
H 0.342 -1.087 4.157 0.134
H 2.393 0.617 -0.205 0.086
H 3.495 1.518 3.289 0.127
H 3.823 -0.240 3.194 0.120
H 4.278 0.833 1.827 0.115
H -1.442 1.199 3.482 0.140
H -3.826 0.622 4.039 0.148
H -5.035 -1.098 2.664 0.147
H -3.854 -2.259 0.783 0.146
H -1.507 -1.823 0.394 0.142
```

Calculated values
* net charge: +3
* orbital gap (spin up / spin down): 3.12 / 4.00 eV
* E_HOMO (spin up / spin down): -14.6 / -18.3 eV
* spin multiplicity: 5

***

Relative energy (zero: lowest compared OMol25 entry of this formula, charge and spin)? In order: 0.0 2.5 63.3 kcal/mol.